No. 1
This record from OMol25 describes a structure of composition C12H14AgBrClFN2OPS in a non-equilibrium geometry. The level of theory is the ωB97M-V functional and the def2-TZVPD basis.

For the largest force on an atom, the calculation gives 2.4 eV/A. The HOMO-LUMO gap (alpha / beta) comes out at 6.855 / 5.244 eV. The expectation value of S² is 0.76. As for the net charge: +2. The spin multiplicity is 2. As for the highest occupied orbital energy (alpha / beta): -15.63 / -15.62 eV. The calculation puts the energy relative to the best compared isomer or geometry (same formula, charge and spin) at 62.0 kJ/mol. For the LUMO energy (alpha / beta), the calculation gives -8.772 / -10.381 eV.

XYZ file:
```
35
Properties=species:S:1:pos:R:3:mulliken_charge:R:1
C -3.048 2.894 0.123 -1.018
C -2.077 3.037 -1.074 0.430
F -2.730 3.789 -2.045 -0.333
C -1.828 1.653 -1.711 -1.397
C -0.941 0.733 -0.852 -0.474
C 0.093 1.173 -0.080 -0.413
C 0.896 0.193 0.663 1.234
P 2.314 0.807 1.642 0.809
O 2.117 0.516 3.205 -0.394
Cl 2.399 2.822 1.496 -0.093
C 0.624 -1.160 0.602 0.497
C 1.529 -2.144 1.351 -1.603
C 2.970 -2.239 0.696 -0.573
C 3.042 -1.936 -0.810 -0.706
Br 2.141 -3.312 -1.886 -0.093
C -0.467 -1.691 -0.175 0.279
N -0.839 -2.955 -0.333 -0.441
S -2.109 -2.914 -1.370 0.223
N -2.214 -1.289 -1.613 -0.982
C -1.254 -0.676 -0.908 1.103
H -3.699 3.779 0.163 0.407
H -2.537 2.830 1.096 0.280
H -3.676 2.006 -0.069 0.219
H -1.135 3.543 -0.815 0.353
H -2.753 1.121 -1.978 0.422
H -1.266 1.796 -2.653 0.365
H 0.275 2.246 -0.069 0.241
H 1.370 -0.094 3.348 0.474
H 1.642 -1.876 2.415 0.324
H 1.085 -3.149 1.334 0.430
H 3.295 -3.285 0.822 0.414
H 3.655 -1.600 1.283 0.434
H 2.732 -0.922 -1.095 0.317
H 4.101 -2.017 -1.099 0.475
Ag -3.708 -1.676 0.394 0.790
```

---

No. 2
This record from OMol25 describes a structure of composition C12H14BBeN9 in a non-equilibrium geometry. The level of theory is the ωB97M-V functional and the def2-TZVPD basis.

For the largest force on an atom, the calculation gives 5.6 eV/A. The HOMO-LUMO gap (alpha / beta) comes out at 3.157 / 2.426 eV. As for the net charge: +2. As for the highest occupied orbital energy (alpha / beta): -13.77 / -13.77 eV. The calculation puts the energy relative to the best compared isomer or geometry (same formula, charge and spin) at 593.0 kJ/mol. For the LUMO energy (alpha / beta), the calculation gives -10.612 / -11.343 eV.

XYZ file:
```
37
Properties=species:S:1:pos:R:3:mulliken_charge:R:1
C 2.634 -1.070 0.843 -0.061
N 1.352 -0.694 0.561 0.042
N 1.339 -0.109 -0.709 0.368
C 2.603 -0.214 -1.184 -0.060
C 3.455 -0.773 -0.237 -1.013
B 0.162 0.322 -1.810 -0.018
N -0.726 -0.945 -2.000 0.137
N -1.252 -1.475 -0.876 -0.120
C -1.799 -2.670 -1.167 -0.119
C -1.663 -2.898 -2.560 -0.721
C -0.949 -1.802 -3.054 0.028
Be 0.588 -0.793 1.988 -0.793
N -0.783 1.665 -1.775 0.423
N -1.944 1.753 -0.934 -0.377
C -2.099 3.036 -0.631 -0.200
C -1.393 3.825 -1.606 -0.420
C -0.598 2.912 -2.307 -0.073
H -2.634 3.366 0.271 0.441
H 0.028 3.102 -3.167 0.477
H -1.455 4.891 -1.704 0.454
H 0.796 0.372 -2.849 -0.092
H -0.595 -1.565 -4.053 0.488
H 2.801 0.054 -2.200 0.464
H -2.049 -3.741 -3.112 0.449
H 4.519 -0.953 -0.334 0.424
H -2.250 -3.320 -0.416 0.411
H 2.957 -1.505 1.773 0.485
H -0.849 -0.591 0.984 0.019
C -1.027 -1.288 1.816 0.084
H -1.548 -2.038 1.207 0.055
H -0.144 -1.827 2.253 0.193
H -1.701 -0.813 2.541 0.433
N 0.794 0.392 3.026 -0.337
C 0.841 1.306 3.780 1.132
N 0.847 2.090 4.817 -0.609
C 0.862 1.352 5.945 0.419
N 0.880 0.644 6.880 -0.413
```